Record 1
ORCA calculation (the ωB97M-V functional and the def2-TZVPD basis) on a 15-piece molecular cluster, C30H90O15 overall in a non-equilibrium geometry.

Last column: Löwdin charge in e.
Cartesian coordinates (Å):
O1 -0.114 -3.434 3.222  -0.08
O2 -0.996 5.498 4.051  -0.08
O3 6.728 1.545 5.847  -0.08
O4 -2.380 1.925 6.128  -0.09
O5 5.008 -7.988 -2.951  -0.08
O6 -0.338 -1.419 -0.841  -0.09
O7 4.897 -1.490 -5.041  -0.09
O8 5.483 -0.246 -0.856  -0.07
O9 -0.501 3.721 -7.234  -0.09
O10 -1.820 -4.736 -4.416  -0.11
O11 -4.386 1.005 -6.166  -0.05
O12 -5.209 0.528 2.386  -0.09
O13 -6.057 4.047 0.184  -0.06
O14 -5.202 -7.654 1.316  -0.08
O15 2.588 5.830 2.108  -0.08
C1 -5.246 4.329 -0.866  -0.39
C2 0.591 4.326 -6.558  -0.32
C3 5.938 -1.035 -5.879  -0.32
C4 4.837 0.395 5.040  -0.09
C5 5.571 2.181 -1.370  -0.08
C6 4.659 -6.694 -3.411  -0.32
C7 3.819 6.249 4.073  -0.08
C8 -3.182 -6.320 0.702  -0.08
C9 -4.710 -6.386 0.911  -0.32
C10 7.025 -2.082 -5.766  -0.10
C11 6.294 0.881 -1.034  -0.36
C12 -1.673 7.788 4.251  -0.10
C13 0.784 3.720 -5.158  -0.08
C14 0.378 0.656 0.255  -0.08
C15 -3.887 4.666 -0.336  -0.08
C16 0.250 -0.138 -1.036  -0.33
C17 -4.120 -0.182 -5.560  -0.38
C18 -1.017 -2.847 4.114  -0.33
C19 3.572 -6.067 -2.536  -0.10
C20 -5.908 -0.685 2.077  -0.31
C21 -1.569 6.472 4.906  -0.35
C22 -5.400 -0.945 -5.206  -0.08
C23 -5.558 -0.992 0.620  -0.09
C24 6.228 0.920 4.665  -0.32
C25 -2.777 1.692 7.456  -0.32
C26 -1.457 -7.026 -4.868  -0.09
C27 -2.546 -5.944 -4.695  -0.29
C28 3.669 5.374 2.824  -0.35
C29 -1.423 -3.805 5.260  -0.08
C30 -1.817 2.381 8.444  -0.08
H1 -5.656 1.158 1.816  0.07
H2 -2.434 7.793 3.470  0.08
H3 -0.136 3.722 -4.573  0.07
H4 5.991 -0.871 -0.335  0.08
H5 -0.775 -6.703 -5.654  0.07
H6 -3.141 1.942 5.544  0.08
H7 -0.865 6.605 5.727  0.11
H8 0.800 1.615 -0.044  0.07
H9 -1.991 -7.922 -5.183  0.07
H10 -5.756 -1.494 -6.077  0.07
H11 -2.831 -7.243 0.242  0.07
H12 -1.088 -4.638 -5.028  0.07
H13 6.080 1.566 3.800  0.10
H14 -2.807 -5.469 0.133  0.07
H15 -0.421 -1.906 -1.664  0.08
H16 -3.551 -0.041 -4.641  0.10
H17 -5.727 -1.471 2.811  0.11
H18 -5.988 -1.948 0.321  0.07
H19 -2.907 0.618 7.588  0.11
H20 4.164 1.199 5.337  0.07
H21 -3.938 5.472 0.395  0.08
H22 -5.027 -5.634 1.634  0.10
H23 4.369 -0.029 4.151  0.07
H24 1.112 0.145 0.877  0.07
H25 0.462 5.408 -6.537  0.11
H26 -0.630 -4.066 5.961  0.07
H27 -0.827 4.265 -7.955  0.08
H28 5.563 -0.987 -6.902  0.11
H29 7.907 -1.742 -6.310  0.07
H30 7.537 1.997 5.597  0.08
H31 -3.501 -0.841 -6.169  0.11
H32 -3.191 -5.841 -5.568  0.10
H33 -0.319 0.447 -1.758  0.10
H34 6.927 0.162 4.311  0.10
H35 -0.528 -1.929 4.440  0.10
H36 -5.953 -0.217 -0.036  0.07
H37 5.485 -5.986 -3.478  0.11
H38 5.083 -1.286 -4.121  0.08
H39 3.577 4.295 2.941  0.11
H40 -1.550 3.400 8.163  0.07
H41 7.052 0.590 -1.761  0.10
H42 -3.187 -6.174 -3.844  0.11
H43 -2.212 -3.427 5.910  0.06
H44 -6.186 -0.266 -4.875  0.07
H45 -5.161 -6.132 -0.049  0.10
H46 -6.984 -0.535 2.161  0.10
H47 -4.485 -0.973 0.430  0.07
H48 3.759 7.305 3.810  0.07
H49 6.307 -0.077 -5.514  0.11
H50 5.184 2.076 -2.384  0.07
H51 -3.568 1.423 -6.447  0.09
H52 -2.226 2.454 9.452  0.07
H53 -5.244 3.467 -1.533  0.11
H54 7.357 -2.204 -4.736  0.07
H55 -0.968 -7.309 -3.935  0.07
H56 -1.733 -4.755 4.825  0.07
H57 1.230 -0.347 -1.466  0.11
H58 4.795 -0.323 5.859  0.07
H59 1.603 4.220 -4.640  0.07
H60 6.224 3.053 -1.324  0.07
H61 -3.723 2.212 7.603  0.10
H62 4.259 -6.830 -4.416  0.10
H63 -1.894 -2.564 3.532  0.10
H64 -2.060 8.535 4.943  0.08
H65 -0.569 0.807 0.773  0.07
H66 6.620 -3.045 -6.078  0.08
H67 4.520 5.594 2.180  0.11
H68 -6.159 -7.676 1.241  0.08
H69 -6.951 3.887 -0.127  0.09
H70 2.941 6.092 4.699  0.07
H71 -5.238 -1.653 -4.392  0.07
H72 -0.764 8.250 3.866  0.08
H73 -2.490 6.059 5.316  0.12
H74 1.091 2.678 -5.248  0.07
H75 3.228 -5.064 -2.787  0.07
H76 1.498 4.097 -7.117  0.10
H77 -2.649 -6.282 1.653  0.06
H78 -1.229 4.670 4.478  0.07
H79 3.899 -6.019 -1.497  0.07
H80 -5.632 5.170 -1.440  0.11
H81 -3.419 3.774 0.081  0.07
H82 -0.342 -3.122 2.343  0.08
H83 2.664 -6.670 -2.540  0.06
H84 -3.218 4.957 -1.146  0.07
H85 4.759 2.393 -0.675  0.07
H86 -0.870 1.852 8.556  0.07
H87 1.762 5.661 2.568  0.08
H88 4.253 -8.571 -3.061  0.08
H89 4.726 6.020 4.633  0.07
H90 6.884 1.164 -0.163  0.10

Energy: -63275.4052 eV
Net charge: 0
Molecular weight: 691.0 g/mol
Energy above the lowest of the compared OMol25 structures with the same formula, charge and spin: 182.23 kcal/mol
HOMO-LUMO gap: 10.05 eV

=====

Record 2
ORCA calculation (the ωB97M-V functional and the def2-TZVPD basis) on a 15-piece molecular cluster, C30H90O15 overall in a non-equilibrium geometry.

Last column: Löwdin charge in e.
Cartesian coordinates (Å):
O1 3.899 10.131 -21.746  -0.05
O2 1.703 9.013 -13.697  -0.05
O3 9.372 20.499 -20.351  -0.05
O4 5.330 10.092 -10.701  -0.05
O5 6.791 14.155 -9.170  -0.07
O6 10.824 16.040 -19.086  -0.05
O7 13.016 16.357 -14.776  -0.05
O8 8.760 24.601 -14.551  -0.05
O9 5.593 19.526 -23.369  -0.03
O10 12.713 9.418 -20.015  -0.04
O11 8.034 14.197 -15.945  -0.05
O12 3.995 6.218 -18.005  -0.05
O13 10.356 11.289 -11.809  -0.05
O14 -2.835 17.302 -20.017  -0.04
O15 1.463 17.309 -11.714  -0.04
C1 -1.502 17.001 -20.258  -0.55
C2 10.375 9.700 -19.284  -0.07
C3 3.119 4.059 -17.339  -0.07
C4 5.644 17.173 -23.068  -0.04
C5 0.080 9.842 -12.326  -0.09
C6 7.661 23.997 -13.875  -0.53
C7 0.291 17.855 -12.024  -0.54
C8 4.163 4.817 -18.132  -0.51
C9 7.550 24.665 -12.542  -0.07
C10 5.425 18.357 -24.068  -0.56
C11 1.838 10.785 -22.559  -0.04
C12 5.927 13.634 -17.173  -0.06
C13 6.248 18.290 -25.288  -0.08
C14 2.935 9.687 -22.631  -0.52
C15 11.819 9.544 -18.902  -0.50
C16 7.908 22.529 -13.707  -0.07
C17 6.381 15.872 -16.117  -0.07
C18 -1.193 17.038 -21.771  -0.05
C19 7.239 15.888 -7.837  -0.07
C20 3.563 9.468 -23.986  -0.06
C21 0.428 10.913 -14.600  -0.04
C22 6.868 14.373 -7.809  -0.49
C23 -0.620 17.725 -19.318  -0.07
C24 0.451 9.665 -13.729  -0.54
C25 6.634 14.351 -15.972  -0.46
C26 4.216 4.333 -19.588  -0.06
C27 11.880 8.531 -17.773  -0.07
C28 -0.062 19.129 -11.140  -0.02
C29 7.953 13.484 -7.160  -0.04
C30 -0.681 16.726 -11.698  -0.08
H1 10.376 10.454 -20.071  0.08
H2 -1.138 18.045 -22.186  0.08
H3 9.803 21.351 -20.413  0.03
H4 5.173 4.639 -17.763  0.12
H5 12.137 10.444 -18.375  0.13
H6 -1.692 17.011 -11.990  0.07
H7 2.148 11.651 -21.975  0.07
H8 6.707 24.094 -14.394  0.14
H9 -1.055 19.495 -11.400  0.08
H10 9.819 8.795 -19.530  0.08
H11 8.016 16.113 -8.568  0.08
H12 4.929 17.233 -22.247  0.08
H13 5.893 14.323 -7.325  0.13
H14 10.244 10.379 -12.085  0.03
H15 -0.772 16.328 -10.688  0.09
H16 0.298 17.987 -13.106  0.13
H17 0.173 18.846 -10.114  0.08
H18 10.959 8.152 -17.332  0.08
H19 -0.330 18.688 -19.737  0.08
H20 3.278 4.420 -20.138  0.08
H21 6.540 19.626 -23.250  0.09
H22 5.744 16.181 -23.506  0.07
H23 2.807 9.075 -24.666  0.08
H24 5.600 10.946 -10.363  0.02
H25 7.808 16.174 -6.953  0.06
H26 6.712 16.480 -15.274  0.07
H27 -1.360 15.959 -19.971  0.13
H28 8.858 22.423 -13.184  0.08
H29 7.524 25.738 -12.735  0.08
H30 1.619 11.206 -23.540  0.07
H31 5.898 12.546 -17.104  0.07
H32 4.685 3.350 -19.571  0.08
H33 5.995 14.616 -9.445  0.10
H34 4.155 9.344 -21.259  0.09
H35 12.457 7.656 -18.071  0.07
H36 0.135 8.939 -11.718  0.09
H37 10.057 19.905 -20.046  0.03
H38 5.443 9.494 -9.962  0.03
H39 2.164 4.435 -17.705  0.09
H40 6.210 14.054 -15.013  0.13
H41 4.407 18.441 -24.449  0.14
H42 5.955 19.201 -25.811  0.08
H43 1.415 16.498 -12.225  0.09
H44 2.137 9.201 -12.862  0.08
H45 -2.978 18.216 -20.273  0.09
H46 -0.608 15.910 -12.416  0.07
H47 11.506 15.525 -19.516  0.03
H48 6.675 17.232 -22.720  0.07
H49 3.862 10.366 -24.526  0.08
H50 6.426 13.869 -18.113  0.07
H51 8.917 13.706 -7.617  0.08
H52 9.928 10.042 -18.351  0.08
H53 7.108 22.158 -13.066  0.09
H54 0.664 19.930 -11.279  0.06
H55 3.651 6.452 -17.140  0.08
H56 8.353 13.649 -15.224  0.09
H57 4.783 5.035 -20.200  0.07
H58 4.915 13.872 -17.498  0.07
H59 0.704 10.736 -15.639  0.08
H60 1.265 11.534 -14.279  0.08
H61 8.459 24.388 -12.009  0.08
H62 -0.961 10.159 -12.272  0.09
H63 6.954 16.313 -16.932  0.08
H64 -1.944 16.496 -22.345  0.08
H65 0.676 10.648 -11.898  0.09
H66 9.520 11.520 -11.403  0.02
H67 12.277 16.380 -15.383  0.03
H68 6.508 16.696 -7.811  0.07
H69 0.983 10.457 -21.967  0.07
H70 2.528 8.743 -22.269  0.13
H71 8.031 13.682 -6.091  0.08
H72 12.498 8.954 -16.981  0.07
H73 5.988 17.429 -25.904  0.09
H74 6.669 24.433 -11.944  0.08
H75 9.548 24.497 -14.013  0.08
H76 5.342 16.165 -16.272  0.07
H77 -0.596 11.283 -14.543  0.08
H78 0.256 17.124 -19.071  0.08
H79 -0.287 8.971 -14.131  0.13
H80 4.424 8.813 -23.850  0.08
H81 3.052 2.998 -17.583  0.08
H82 -1.156 18.011 -18.414  0.08
H83 10.195 15.390 -18.772  0.03
H84 13.728 15.963 -15.281  0.03
H85 7.795 12.445 -7.451  0.07
H86 3.172 4.105 -16.251  0.08
H87 12.757 8.543 -20.409  0.08
H88 7.332 18.337 -25.180  0.08
H89 8.068 21.999 -14.646  0.08
H90 -0.275 16.476 -21.942  0.08

Energy: -63276.3164 eV
Net charge: 0
Molecular weight: 691.0 g/mol
Energy above the lowest of the compared OMol25 structures with the same formula, charge and spin: 161.21 kcal/mol
HOMO-LUMO gap: 9.89 eV

=====

Record 3
ORCA calculation (the ωB97M-V functional and the def2-TZVPD basis) on a 15-piece molecular cluster, C30H90O30 overall in a non-equilibrium geometry.

Last column: Löwdin charge in e.
Cartesian coordinates (Å):
O1 -1.180 -4.944 4.366  -0.05
O2 2.134 0.132 -3.964  -0.10
O3 -1.299 -3.478 -4.872  -0.07
O4 5.754 0.983 -1.277  -0.07
O5 -3.317 0.412 -1.763  -0.11
O6 -0.051 3.565 2.957  -0.09
O7 -2.451 -1.391 2.337  -0.13
O8 0.715 2.140 6.786  -0.10
O9 1.705 0.887 2.479  -0.09
O10 -5.468 1.828 2.786  -0.08
O11 0.159 -0.696 1.015  -0.09
O12 0.679 -0.541 7.587  -0.08
O13 -1.821 1.454 2.628  -0.09
O14 -1.990 2.448 -2.842  -0.09
O15 -1.193 -5.415 -0.352  -0.06
O16 -0.105 -2.966 -0.528  -0.11
O17 -6.267 0.525 -0.947  -0.06
O18 3.462 -2.641 1.821  -0.09
O19 -4.224 3.292 -0.909  -0.07
O20 0.504 2.576 -3.658  -0.13
O21 2.215 3.029 4.293  -0.08
O22 -0.915 -1.011 -6.157  -0.05
O23 -3.447 -3.238 0.021  -0.06
O24 2.832 3.038 -2.113  -0.09
O25 5.281 -0.711 0.968  -0.07
O26 0.603 -0.732 -1.890  -0.12
O27 0.683 -3.656 2.163  -0.12
O28 0.815 1.029 -6.091  -0.11
O29 3.135 -2.410 -3.017  -0.06
O30 1.845 3.091 0.745  -0.09
C1 2.829 0.847 3.386  -0.19
C2 -0.042 -4.154 4.485  -0.27
C3 3.916 -1.346 -3.585  -0.20
C4 -2.066 3.410 -1.851  -0.26
C5 3.304 2.202 3.786  -0.18
C6 0.800 3.152 -4.954  -0.17
C7 -0.120 4.169 1.668  -0.21
C8 -3.139 -3.659 1.390  -0.19
C9 4.220 2.610 -2.235  -0.18
C10 -4.415 -0.519 -1.916  -0.18
C11 0.124 2.282 -6.004  -0.19
C12 -0.190 1.238 6.140  -0.25
C13 1.308 4.375 1.105  -0.19
C14 0.178 -3.092 3.473  -0.16
C15 -1.284 -1.171 -4.791  -0.19
C16 -0.380 0.242 0.077  -0.22
C17 -0.497 0.201 7.207  -0.24
C18 -3.367 4.063 -1.775  -0.22
C19 -0.516 -5.042 -1.546  -0.24
C20 4.854 -1.788 0.143  -0.21
C21 0.551 0.473 -1.098  -0.18
C22 -5.367 -0.572 -0.732  -0.21
C23 4.577 1.757 -1.002  -0.25
C24 3.433 -2.266 0.414  -0.20
C25 -3.362 -2.527 2.395  -0.18
C26 3.164 -0.553 -4.628  -0.24
C27 -4.125 1.446 3.276  -0.19
C28 -3.127 1.979 2.296  -0.20
C29 -0.644 -2.434 -4.162  -0.23
C30 0.499 -4.059 -1.201  -0.27
H1 1.198 -0.493 -2.661  0.06
H2 4.809 -1.738 -3.999  0.11
H3 1.161 2.681 6.060  0.09
H4 5.239 -0.974 1.896  0.09
H5 -4.047 -1.526 -2.091  0.11
H6 0.062 -5.866 -1.938  0.12
H7 -1.865 2.967 -0.848  0.13
H8 2.404 0.302 4.228  0.12
H9 2.584 -2.953 2.126  0.05
H10 -1.147 -1.786 -6.588  0.06
H11 -3.746 -4.492 1.621  0.11
H12 3.942 0.090 -5.113  0.14
H13 1.890 3.156 -5.034  0.12
H14 1.338 -4.472 -0.565  0.13
H15 -1.163 1.777 5.930  0.13
H16 -3.878 4.187 -2.720  0.13
H17 -0.693 -2.506 3.217  0.09
H18 0.670 -0.151 1.696  0.07
H19 1.794 1.709 1.983  0.04
H20 0.502 4.183 -4.968  0.11
H21 -6.074 1.851 3.549  0.09
H22 0.098 1.258 -1.725  0.11
H23 -1.318 4.160 -2.102  0.14
H24 -0.608 -5.979 0.170  0.10
H25 -5.890 -1.495 -0.745  0.11
H26 2.815 -1.146 -5.442  0.11
H27 -5.112 3.638 -0.812  0.10
H28 0.252 0.801 5.231  0.11
H29 3.748 1.120 -0.651  0.10
H30 -1.220 -4.595 -2.251  0.12
H31 1.715 0.583 -4.761  0.06
H32 3.975 2.151 4.672  0.14
H33 3.675 0.294 2.923  0.11
H34 -0.854 2.054 -5.684  0.10
H35 -0.533 1.242 0.476  0.09
H36 -3.994 1.796 4.327  0.14
H37 -2.385 -1.368 -4.708  0.14
H38 4.337 2.038 -3.162  0.11
H39 4.945 3.430 -2.260  0.12
H40 2.607 -2.105 -2.285  0.03
H41 1.403 0.109 7.661  0.08
H42 3.138 -3.193 -0.114  0.11
H43 -0.885 -2.300 -3.098  0.10
H44 0.474 -2.385 -4.289  0.13
H45 0.332 0.229 -6.406  0.08
H46 -3.250 5.100 -1.448  0.12
H47 0.308 -2.106 -0.810  0.05
H48 4.752 -1.361 -0.863  0.10
H49 0.170 2.802 -7.016  0.14
H50 4.639 2.497 -0.170  0.12
H51 -2.505 1.623 -2.633  0.08
H52 1.836 4.826 1.903  0.11
H53 -3.305 1.659 1.275  0.10
H54 0.935 -2.375 3.775  0.11
H55 -3.114 3.067 2.169  0.13
H56 -1.006 -0.248 -4.268  0.11
H57 -0.729 -4.261 -4.992  0.11
H58 -0.438 2.401 -3.474  0.03
H59 -0.526 5.237 1.663  0.14
H60 -4.786 -0.613 0.180  0.11
H61 -0.623 2.748 2.996  0.08
H62 -4.388 -2.177 2.249  0.11
H63 2.661 -1.528 0.159  0.11
H64 -3.774 1.175 -1.304  0.08
H65 -0.973 0.648 8.016  0.09
H66 5.543 -2.602 0.183  0.12
H67 -2.636 -3.285 -0.460  0.03
H68 2.298 2.409 -2.580  0.02
H69 1.268 5.029 0.274  0.11
H70 -3.205 -2.866 3.413  0.11
H71 4.175 -0.623 -2.813  0.10
H72 -1.359 -0.092 -0.300  0.12
H73 -1.244 -5.408 3.535  0.08
H74 0.130 -3.182 1.499  0.04
H75 2.095 3.199 -0.210  0.08
H76 -0.124 -3.778 5.496  0.12
H77 -4.879 -0.136 -2.778  0.11
H78 1.543 3.166 3.649  0.00
H79 1.036 -3.625 -2.070  0.11
H80 1.573 0.755 -0.809  0.11
H81 0.834 -4.854 4.539  0.14
H82 -1.885 0.516 2.704  0.04
H83 -1.181 -0.528 6.740  0.12
H84 -3.917 0.388 3.301  0.09
H85 -6.412 0.938 -0.078  0.09
H86 -2.060 -1.258 1.437  0.08
H87 3.713 2.721 2.925  0.11
H88 -0.520 3.432 0.978  0.09
H89 5.823 0.498 -0.445  0.04
H90 -2.095 -4.075 1.383  0.11

Energy: -93988.5323 eV
Net charge: 0
Molecular weight: 931.0 g/mol
Energy above the lowest of the compared OMol25 structures with the same formula, charge and spin: 13.44 kcal/mol
HOMO-LUMO gap: 10.03 eV